Entry 1:
Formula: C6H13CuN6
Source: OMol25
Level of theory: ωB97M-V with the def2-TZVPD basis set

Cartesian coordinates (Å):
Cu  -0.951  0.202  0.442
N  -1.145  1.945  -0.776
C  0.208  2.463  -0.939
C  1.073  1.384  -1.606
N  0.946  0.146  -0.866
C  1.063  -1.107  -1.581
C  0.202  -2.167  -0.880
N  -1.133  -1.619  -0.667
H  -1.577  1.769  -1.677
H  -1.728  2.589  -0.255
H  0.600  2.688  0.055
H  0.239  3.381  -1.541
H  2.111  1.739  -1.684
H  0.705  1.212  -2.621
H  1.525  0.152  -0.035
H  2.100  -1.466  -1.662
H  0.686  -0.955  -2.596
H  0.629  -2.409  0.095
H  0.185  -3.084  -1.484
H  -1.708  -2.244  -0.115
H  -1.596  -1.439  -1.551
N  -0.265  -2.020  6.223
C  -0.336  -1.192  5.421
N  -0.370  -0.202  4.604
C  -0.623  -0.057  3.399
N  -0.841  0.290  2.299

Atoms 1-3, force components in eV/Å:
Cu -0.1 0.0 -0.4
N -0.4 0.0 0.1
C 0.3 0.0 -0.3

For the LUMO energy, the calculation gives 0.03 eV. The maximum force comes out at 1.6 eV/Å. The value obtained for the HOMO-LUMO gap is 0.278 Eh. As for the electronic energy: -2205.4329 Ha.


Entry 2:
Formula: C29H42BiN2P2S3
Source: OMol25
Level of theory: ωB97M-V with the def2-TZVPD basis set

Cartesian coordinates (Å):
Bi  0.008  1.134  1.007
C  0.036  -4.540  0.561
C  -0.643  -3.278  0.040
C  -2.070  -3.519  -0.446
P  -0.613  -1.776  1.181
C  -1.926  -2.086  2.490
C  -1.816  -0.947  3.504
C  -2.043  -3.433  3.198
C  1.003  -1.953  1.989
C  1.340  -2.459  3.233
C  2.654  -2.410  3.662
C  3.627  -1.824  2.867
C  3.307  -1.292  1.636
C  1.989  -1.359  1.172
N  1.519  -0.795  0.017
C  2.268  -0.679  -1.086
C  3.299  -1.587  -1.435
C  4.003  -1.457  -2.603
C  3.733  -0.416  -3.488
C  2.719  0.469  -3.192
C  1.977  0.352  -2.022
P  0.630  1.478  -1.624
C  1.257  3.149  -2.170
C  2.363  3.515  -1.182
C  0.154  4.198  -2.213
C  -0.758  0.993  -2.781
C  -1.005  -0.500  -2.593
C  -0.494  1.301  -4.250
H  0.106  -5.280  -0.239
H  -0.513  -4.982  1.388
H  1.042  -4.314  0.908
H  -0.053  -2.912  -0.812
H  -2.667  -4.020  0.313
H  -2.073  -4.136  -1.346
H  -2.552  -2.571  -0.679
H  -2.850  -1.925  1.911
H  -0.846  -0.934  4.001
H  -2.595  -1.035  4.261
H  -1.943  0.018  3.014
H  -1.185  -3.633  3.832
H  -2.149  -4.254  2.494
H  -2.929  -3.414  3.835
H  0.599  -2.887  3.888
H  2.908  -2.804  4.634
H  4.649  -1.783  3.222
H  4.062  -0.793  1.043
H  3.513  -2.403  -0.758
H  4.787  -2.164  -2.842
H  4.310  -0.298  -4.394
H  2.525  1.275  -3.885
H  1.685  3.034  -3.173
H  1.945  3.649  -0.185
H  2.859  4.440  -1.473
H  3.111  2.722  -1.137
H  -0.263  4.347  -1.221
H  -0.653  3.904  -2.880
H  0.558  5.148  -2.561
H  -1.636  1.549  -2.433
H  -0.150  -1.068  -2.955
H  -1.889  -0.805  -3.150
H  -1.154  -0.733  -1.539
H  0.374  0.746  -4.603
H  -0.331  2.361  -4.426
H  -1.357  0.992  -4.841
C  -4.564  2.560  0.063
C  -3.083  2.518  0.344
S  -2.411  0.891  0.190
C  -2.377  3.599  0.683
C  -2.995  4.960  0.824
S  -0.650  3.612  1.095
H  -4.881  1.580  -0.282
H  -4.797  3.295  -0.707
H  -5.121  2.805  0.969
H  -3.969  5.013  0.343
H  -2.335  5.704  0.383
H  -3.102  5.190  1.884
S  2.122  1.874  2.841
C  1.446  0.886  3.951
N  0.950  0.194  4.737

Atoms 1-3, force components in eV/Å:
Bi 0.0 -0.4 0.1
C 0.0 0.2 -0.1
C 0.1 0.4 0.0

For the LUMO energy, the calculation gives 2.55 eV. The maximum force comes out at 1.7 eV/Å. The value obtained for the HOMO-LUMO gap is 0.238 Eh. For the relative energy (zero: lowest compared OMol25 entry of this formula, charge and spin), the calculation gives 2.8 kcal per mole. As for the electronic energy: -3331.7413 Ha. Its net charge is -1.


Entry 3:
Formula: H2N2O3Si
Source: OMol25
Level of theory: ωB97M-V with the def2-TZVPD basis set

Cartesian coordinates (Å):
N  -0.361  -0.447  -0.390
N  -1.527  -0.235  -0.178
O  0.582  1.578  -0.350
O  -1.694  -1.563  -0.130
O  -2.331  0.606  -0.058
Si  1.402  0.342  0.143
H  1.698  0.191  1.465
H  2.230  -0.473  -0.502

Atoms 1-3, force components in eV/Å:
N 4.2 -0.2 -0.6
N -3.7 -0.9 0.8
O 0.3 -0.6 -0.1

For the LUMO energy (spin up / spin down), the calculation gives -1.92 / -1.92 eV. The maximum force comes out at 4.3 eV/Å. The value obtained for the HOMO-LUMO gap (spin up / spin down) is 0.326 / 0.326 Eh. For the relative energy (zero: lowest compared OMol25 entry of this formula, charge and spin), the calculation gives 80.4 kcal per mole. As for the electronic energy: -625.6534 Ha.


Entry 4:
Formula: C5H11N4S
Source: OMol25
Level of theory: ωB97M-V with the def2-TZVPD basis set

Cartesian coordinates (Å):
C  -1.970  -0.877  -1.854
C  -1.501  -0.153  -0.830
N  -2.204  -0.026  0.514
N  -0.440  0.707  -0.988
C  0.572  0.788  0.159
N  0.436  1.844  1.174
N  1.757  0.986  -0.615
C  2.569  0.043  -0.723
C  2.468  -1.170  0.177
S  0.798  -0.914  0.949
H  -2.845  -1.575  -1.796
H  -1.480  -0.939  -2.875
H  -2.655  -0.927  0.698
H  -2.894  0.720  0.621
H  -1.295  0.004  1.159
H  -0.060  1.006  -1.856
H  -0.246  1.796  1.895
H  0.636  2.638  0.541
H  3.311  0.012  -1.483
H  2.480  -2.055  -0.441
H  3.236  -1.320  1.002

Atoms 1-3, force components in eV/Å:
C -0.8 -1.4 -0.3
C -0.4 0.5 -2.8
N 3.2 -1.6 0.2

For the LUMO energy, the calculation gives -3.57 eV. The maximum force comes out at 4.2 eV/Å. Its SMILES is C=C([NH3+])N[C@]1(N)N=CCS1. The value obtained for the HOMO-LUMO gap is 0.335 Eh. For the relative energy (zero: lowest compared OMol25 entry of this formula, charge and spin), the calculation gives 72.5 kcal per mole. As for the electronic energy: -813.9983 Ha. Its net charge is +1.


- electronic energy of number 1 (C6H13CuN6)?
  -2205.4329 Ha